C36H37NP2V as an isolated structure in a non-equilibrium geometry. Source: the Open Molecules 2025 dataset; level of theory: ωB97M-V/def2-TZVPD.

For the HOMO-LUMO gap (spin up / spin down), the calculation gives 0.2034 / 0.2761 Ha. Its maximum force is 3.0 eV/Å. The HOMO energy (spin up / spin down) is -5.63 / -7.45 eV. As for the lowest unoccupied orbital energy (spin up / spin down): -0.094 / 0.066 eV. As for the spin multiplicity: 4. As for the total charge: 0.

Last column: Mulliken spin population.
Cartesian coordinates (Å):
V: -0.154 1.043 -1.786  2.48
C: -1.741 0.967 -5.885  0.03
C: -1.748 -0.344 -5.637  -0.01
C: -1.224 -1.346 -6.620  0.02
C: 0.153 -1.034 -7.267  0.00
C: 1.083 -0.156 -6.503  0.00
C: 1.096 1.175 -6.395  0.01
C: 0.154 2.071 -7.135  -0.01
C: -1.307 1.602 -7.159  0.01
C: 0.112 -0.153 0.025  -0.31
H: -2.148 1.689 -5.184  0.01
H: -2.329 -0.752 -4.800  -0.04
H: -1.962 -1.434 -7.433  0.00
H: -1.164 -2.324 -6.122  0.00
H: 0.663 -2.012 -7.338  0.00
H: 0.000 -0.694 -8.303  0.00
H: 1.917 -0.713 -6.095  -0.01
H: 1.932 1.688 -5.914  0.01
H: 0.503 2.209 -8.171  0.00
H: 0.194 3.051 -6.633  0.00
H: -1.915 2.518 -7.223  0.00
H: -1.518 0.986 -8.045  0.00
H: -0.158 0.593 0.807  0.01
H: 1.153 -0.493 0.255  0.02
H: -0.565 -1.016 0.092  0.05
P: -1.569 -0.702 -2.224  -0.14
P: 1.992 0.081 -2.048  0.01
C: -0.257 -1.206 -3.346  0.40
C: 1.043 -0.682 -3.398  0.29
C: -2.516 -2.150 -1.867  0.03
C: -2.892 -3.058 -2.875  0.01
C: -3.615 -4.192 -2.516  0.00
C: -3.941 -4.425 -1.169  0.01
C: -3.524 -3.526 -0.172  0.00
C: -2.824 -2.382 -0.510  0.02
C: -2.805 0.607 -2.754  -0.01
C: -2.303 1.914 -3.017  0.04
C: -3.213 2.958 -3.231  0.01
C: -4.588 2.733 -3.108  -0.01
C: -5.074 1.442 -2.851  0.01
C: -4.189 0.379 -2.697  0.00
C: 3.426 -0.981 -1.732  0.04
C: 3.211 -2.332 -1.363  -0.02
C: 4.292 -3.143 -1.037  0.00
C: 5.599 -2.670 -1.143  0.00
C: 5.825 -1.377 -1.628  0.00
C: 4.754 -0.540 -1.948  0.01
C: 2.632 1.762 -2.433  0.00
C: 2.629 2.718 -1.385  0.03
C: 2.861 4.064 -1.669  0.00
C: 3.103 4.463 -2.995  0.01
C: 3.188 3.508 -4.011  0.00
C: 3.066 2.152 -3.716  0.04
H: -0.421 -2.187 -3.811  -0.02
H: 1.738 -1.036 -4.161  -0.02
H: -2.619 -2.893 -3.924  0.00
H: -3.900 -4.919 -3.283  0.00
H: -4.483 -5.332 -0.891  0.00
H: -3.727 -3.742 0.881  0.00
H: -2.506 -1.669 0.254  0.01
H: -1.205 2.095 -3.210  0.00
H: -2.841 3.960 -3.468  0.00
H: -5.283 3.560 -3.237  0.00
H: -6.140 1.258 -2.766  0.00
H: -4.564 -0.621 -2.484  0.00
H: 2.202 -2.757 -1.378  0.00
H: 4.117 -4.163 -0.695  0.00
H: 6.443 -3.286 -0.844  0.00
H: 6.844 -1.008 -1.757  0.00
H: 4.940 0.437 -2.412  0.00
H: 2.405 2.405 -0.354  0.00
H: 2.802 4.805 -0.866  0.00
H: 3.204 5.523 -3.217  0.00
H: 3.331 3.825 -5.049  0.00
H: 3.255 1.392 -4.478  -0.01
N: -0.756 3.648 0.004  0.08
C: -0.580 2.695 -0.664  -0.09

Cartesian forces (eV/Å) of the 6 atoms listed first:
1.5 -0.7 1.4
-0.5 -0.4 0.2
-0.9 0.4 -0.4
-0.2 -0.2 0.0
-0.2 -0.8 -0.3
0.8 0.6 0.0

C36H38As2Au as an isolated structure in a non-equilibrium geometry. Source: the Open Molecules 2025 dataset; level of theory: ωB97M-V/def2-TZVPD.

For the HOMO-LUMO gap (spin up / spin down), the calculation gives 0.2545 / 0.1517 Ha. Its maximum force is 1.4 eV/Å. The HOMO energy (spin up / spin down) is -16.23 / -16.53 eV. As for the lowest unoccupied orbital energy (spin up / spin down): -9.307 / -12.406 eV. As for the spin multiplicity: 3. As for the total charge: +3.

Last column: Mulliken spin population.
Cartesian coordinates (Å):
Au: -0.067 0.400 0.871  0.10
C: -5.700 1.118 1.045  0.03
C: -4.244 1.652 1.063  0.08
C: -4.198 3.111 1.573  0.02
C: -3.284 0.755 1.745  0.12
C: -2.172 1.243 2.480  0.07
C: -1.459 0.429 3.295  0.19
C: -1.744 -0.980 3.405  0.15
C: -1.101 -1.806 4.452  0.03
C: -2.690 -1.507 2.502  0.08
C: -3.414 -0.692 1.700  0.08
H: -6.310 1.863 0.529  0.00
H: -6.100 1.046 2.069  0.00
H: -5.814 0.144 0.572  0.00
H: -3.864 1.660 0.009  0.07
H: -4.458 3.200 2.638  0.00
H: -4.927 3.692 1.023  0.00
H: -3.249 3.581 1.344  0.00
H: -2.063 2.323 2.542  0.00
H: -0.733 0.834 3.980  0.01
H: -0.048 -1.526 4.614  0.01
H: -1.168 -2.878 4.272  0.00
H: -1.627 -1.614 5.405  0.04
H: -2.851 -2.583 2.460  0.01
H: -4.099 -1.105 0.981  -0.01
C: 2.577 -0.338 -1.332  0.00
C: 1.438 -0.863 -2.176  0.02
As: -0.232 0.093 -1.918  0.41
C: 0.041 1.985 -2.226  0.03
C: 0.718 2.430 -3.378  0.00
C: 1.034 3.777 -3.454  0.00
C: 0.673 4.664 -2.462  0.00
C: -0.029 4.242 -1.351  0.01
C: -0.346 2.891 -1.241  0.00
C: -1.389 -0.511 -3.328  0.07
C: -1.191 -1.805 -3.797  0.04
C: -1.653 -2.137 -5.035  -0.01
C: -2.292 -1.191 -5.830  0.07
C: -2.540 0.073 -5.323  -0.01
C: -2.122 0.427 -4.050  0.05
As: 2.193 -0.479 0.557  0.16
C: 2.109 -2.376 0.838  0.01
C: 0.899 -2.944 1.240  0.02
C: 0.830 -4.316 1.415  0.00
C: 1.947 -5.106 1.178  0.00
C: 3.164 -4.526 0.832  0.00
C: 3.250 -3.151 0.646  0.00
C: 3.803 0.144 1.449  0.01
C: 4.314 -0.591 2.506  0.01
C: 5.523 -0.183 3.085  -0.01
C: 6.167 0.951 2.614  0.02
C: 5.657 1.669 1.540  -0.01
C: 4.441 1.294 0.981  0.01
H: 2.853 0.679 -1.598  0.00
H: 3.444 -0.984 -1.472  0.01
H: 1.225 -1.929 -2.034  0.00
H: 1.710 -0.692 -3.219  0.01
H: 0.996 1.756 -4.179  0.00
H: 1.606 4.109 -4.307  0.00
H: 0.941 5.706 -2.551  0.00
H: -0.352 4.936 -0.563  0.00
H: -0.896 2.530 -0.370  0.00
H: -0.703 -2.551 -3.180  0.00
H: -1.498 -3.141 -5.443  0.00
H: -2.637 -1.480 -6.820  0.00
H: -3.127 0.784 -5.899  0.00
H: -2.326 1.443 -3.668  0.00
H: 0.043 -2.325 1.456  0.00
H: -0.077 -4.792 1.719  0.00
H: 1.898 -6.181 1.327  0.00
H: 4.036 -5.106 0.633  0.00
H: 4.207 -2.712 0.376  0.00
H: 3.840 -1.477 2.903  0.00
H: 5.952 -0.762 3.905  0.00
H: 7.083 1.267 3.092  0.00
H: 6.146 2.560 1.162  0.00
H: 4.036 1.879 0.182  0.00

Cartesian forces (eV/Å) of the 6 atoms listed first:
-0.1 0.0 0.0
0.1 0.3 0.4
-0.2 0.2 0.1
-0.2 -0.3 -0.2
0.0 -1.2 -0.2
-0.4 1.3 -0.3

C36H38As2N2O5Os as an isolated structure in a non-equilibrium geometry. Source: the Open Molecules 2025 dataset; level of theory: ωB97M-V/def2-TZVPD.

For the HOMO-LUMO gap (spin up / spin down), the calculation gives 0.2932 / 0.2153 Ha. The calculation puts the energy above the lowest of the compared OMol25 structures with the same formula, charge and spin at 87.92 kJ/mol. Its maximum force is 2.8 eV/Å. The HOMO energy (spin up / spin down) is -14.02 / -14.45 eV. As for the lowest unoccupied orbital energy (spin up / spin down): -6.046 / -8.590 eV. As for the spin multiplicity: 5. As for the total charge: +2.

Last column: Mulliken spin population.
Cartesian coordinates (Å):
Os: -0.555 0.068 -1.085  2.59
C: 1.284 0.534 2.127  0.05
C: 2.296 0.199 1.045  0.01
As: 1.764 0.820 -0.768  -0.04
C: 3.522 0.568 -1.617  0.01
C: 4.136 -0.680 -1.667  0.00
C: 5.455 -0.780 -2.071  0.00
C: 6.166 0.358 -2.417  0.00
C: 5.550 1.598 -2.386  0.00
C: 4.227 1.708 -1.999  0.00
C: 1.686 2.762 -0.737  0.00
C: 1.021 3.370 -1.807  0.01
C: 0.879 4.742 -1.852  0.01
C: 1.435 5.522 -0.845  0.00
C: 2.112 4.926 0.211  0.00
C: 2.236 3.547 0.270  0.00
As: -0.566 -0.088 1.781  0.30
C: -1.328 0.435 3.507  0.05
C: -1.260 1.766 3.908  0.02
C: -1.628 2.112 5.196  -0.01
C: -2.099 1.141 6.067  0.02
C: -2.201 -0.179 5.654  -0.01
C: -1.837 -0.535 4.366  0.02
C: -0.590 -2.044 1.872  0.07
C: 0.332 -2.821 2.564  -0.01
C: 0.199 -4.200 2.574  0.00
C: -0.845 -4.807 1.895  0.00
C: -1.772 -4.037 1.211  0.01
C: -1.639 -2.661 1.192  0.03
H: 1.208 1.622 2.243  0.00
H: 1.593 0.120 3.098  0.01
H: 2.448 -0.886 0.967  0.00
H: 3.273 0.646 1.279  0.00
H: 3.581 -1.567 -1.387  0.00
H: 5.930 -1.747 -2.104  0.00
H: 7.199 0.275 -2.709  0.00
H: 6.099 2.486 -2.655  0.00
H: 3.744 2.680 -1.981  0.00
H: 0.609 2.740 -2.597  -0.01
H: 0.342 5.204 -2.666  0.00
H: 1.356 6.597 -0.892  0.00
H: 2.545 5.536 0.989  0.00
H: 2.775 3.089 1.093  0.00
H: -0.919 2.529 3.216  0.01
H: -1.547 3.139 5.519  0.00
H: -2.409 1.417 7.064  0.00
H: -2.560 -0.938 6.332  0.00
H: -1.914 -1.566 4.040  0.00
H: 1.144 -2.353 3.105  0.00
H: 0.912 -4.795 3.120  0.00
H: -0.936 -5.881 1.907  0.00
H: -2.593 -4.512 0.694  0.00
H: -2.359 -2.043 0.662  -0.03
C: -3.981 -1.821 -1.826  -0.01
C: -3.862 -0.368 -1.604  0.03
N: -2.736 0.271 -1.310  0.06
C: -3.069 1.588 -1.094  -0.02
C: -4.423 1.744 -1.276  -0.01
N: -4.890 0.499 -1.595  0.01
C: -5.366 2.917 -1.225  0.00
O: -4.838 4.089 -0.993  0.00
O: -6.532 2.704 -1.416  0.00
C: -2.011 2.509 -0.621  0.06
O: -2.216 3.690 -0.416  0.03
O: -0.879 1.909 -0.421  0.18
H: -2.991 -2.239 -1.992  0.01
H: -4.625 -2.045 -2.672  0.00
H: -4.418 -2.293 -0.945  0.00
H: -5.873 0.321 -1.777  0.00
H: -3.866 4.106 -0.798  0.00
C: 1.290 -2.229 -3.348  0.04
C: 0.416 -2.739 -2.183  -0.04
C: 1.316 -3.268 -1.032  0.02
C: -0.505 -3.862 -2.689  0.03
O: -0.374 -1.705 -1.709  0.46
H: 2.023 -2.988 -3.608  0.00
H: 1.807 -1.311 -3.058  0.00
H: 0.682 -2.031 -4.226  0.00
H: 2.356 -3.305 -1.343  0.00
H: 1.023 -4.273 -0.741  0.00
H: 1.218 -2.617 -0.162  0.01
H: 0.091 -4.661 -3.118  0.00
H: -1.166 -3.474 -3.461  0.00
H: -1.102 -4.250 -1.866  0.00

Cartesian forces (eV/Å) of the 6 atoms listed first:
-1.9 -1.2 -0.3
-0.1 0.0 -0.2
-0.3 -0.1 0.0
2.5 1.0 0.7
-0.3 -0.2 -0.3
-0.4 0.0 0.1

C36H38Cl3IN4O8P2SSeSr as an isolated structure in a non-equilibrium geometry. Source: the Open Molecules 2025 dataset; level of theory: ωB97M-V/def2-TZVPD.

For the HOMO-LUMO gap, the calculation gives 0.2173 Ha. The calculation puts the energy above the lowest of the compared OMol25 structures with the same formula, charge and spin at 234.24 kJ/mol. Its maximum force is 5.8 eV/Å. The HOMO energy is -2.03 eV. As for the lowest unoccupied orbital energy: 3.884 eV. As for the total charge: -2.

Last column: Löwdin charge in e.
Cartesian coordinates (Å):
Sr: 0.148 0.272 -1.672  1.33
Cl: -1.171 -2.713 -7.227  0.62
C: -0.355 -2.136 -5.780  -0.62
C: 0.430 -3.010 -5.069  -0.19
C: 1.103 -2.597 -3.915  -0.66
I: 2.284 -3.933 -2.868  0.88
C: 1.034 -1.268 -3.437  -0.52
O: 1.804 -0.847 -2.503  -0.34
C: 0.079 -0.369 -4.173  -0.20
N: 0.051 0.972 -3.794  -0.08
C: -0.626 1.841 -4.487  -0.14
C: -1.412 1.449 -5.605  -0.04
C: -1.377 0.152 -6.013  -0.02
C: -0.555 -0.816 -5.345  -0.20
H: 0.524 -4.033 -5.410  0.08
H: -0.537 2.873 -4.172  0.12
H: -2.023 2.183 -6.112  0.10
H: -1.959 -0.173 -6.865  0.08
O: -3.467 -1.748 -1.389  -0.14
P: -2.286 -1.538 -2.468  0.29
O: -2.490 -2.535 -3.528  -0.25
O: -0.976 -1.532 -1.676  -0.52
O: -2.662 0.052 -2.979  -0.29
P: -2.621 1.311 -1.866  0.21
O: -4.096 1.153 -1.173  -0.16
O: -2.598 2.645 -2.502  -0.28
O: -1.678 0.985 -0.744  -0.48
H: -3.913 -0.935 -1.119  0.04
H: -4.698 1.737 -1.641  0.07
Cl: 1.580 3.533 0.838  0.65
C: 1.625 4.870 -0.293  -0.67
C: 1.258 6.106 0.205  -0.16
C: 1.281 7.222 -0.617  -0.14
C: 1.673 7.058 -1.938  -0.17
C: 2.025 5.807 -2.414  -0.67
Cl: 2.492 5.732 -4.115  0.57
C: 2.023 4.623 -1.633  -0.81
S: 2.493 3.084 -2.228  0.50
H: 0.958 6.185 1.242  0.09
H: 1.006 8.198 -0.237  0.08
H: 1.704 7.902 -2.615  0.08
C: 0.327 -3.217 3.656  -0.11
C: -0.081 -4.365 2.737  -0.26
C: -1.314 -4.070 1.884  -0.18
C: -1.147 -2.958 0.840  -0.13
N: -1.548 -1.640 1.344  0.02
C: -0.739 -0.569 1.533  -0.65
Se: 1.005 -0.393 1.027  0.78
N: -1.478 0.405 2.128  -0.01
C: -0.995 1.673 2.659  -0.15
C: -1.139 1.754 4.176  -0.19
C: -0.404 0.663 4.951  -0.25
C: 1.115 0.734 4.809  -0.11
C: -2.804 -0.004 2.186  -0.15
C: -3.950 0.657 2.601  -0.01
C: -5.148 -0.036 2.504  -0.10
C: -5.191 -1.344 2.005  -0.09
C: -4.038 -1.998 1.595  -0.02
C: -2.848 -1.298 1.697  -0.15
H: 1.155 -3.515 4.306  0.07
H: -0.508 -2.914 4.298  0.07
H: 0.666 -2.350 3.089  0.02
H: -0.291 -5.250 3.345  0.10
H: 0.753 -4.616 2.075  0.11
H: -2.153 -3.830 2.547  0.10
H: -1.589 -4.977 1.340  0.11
H: -1.753 -3.159 -0.040  0.11
H: -0.113 -2.863 0.514  0.09
H: -1.552 2.478 2.176  0.13
H: 0.045 1.755 2.354  0.03
H: -2.200 1.725 4.440  0.09
H: -0.755 2.734 4.483  0.12
H: -0.760 -0.319 4.619  0.09
H: -0.673 0.756 6.007  0.10
H: 1.436 0.482 3.800  0.02
H: 1.603 0.033 5.492  0.07
H: 1.481 1.740 5.042  0.07
H: -3.917 1.680 2.949  0.11
H: -6.067 0.450 2.803  0.09
H: -6.145 -1.848 1.915  0.09
H: -4.070 -2.986 1.157  0.12
N: 4.134 0.613 -0.665  0.11
C: 4.609 -0.496 -0.002  -0.33
C: 5.357 -1.468 -0.680  -0.04
C: 5.935 -2.524 0.004  -0.12
C: 5.801 -2.646 1.384  -0.14
C: 5.057 -1.684 2.061  -0.12
C: 4.472 -0.627 1.385  -0.09
H: 3.407 1.150 -0.209  0.02
H: 3.920 0.508 -1.647  0.06
H: 5.457 -1.393 -1.757  0.11
H: 6.498 -3.266 -0.552  0.09
H: 6.256 -3.471 1.916  0.08
H: 4.925 -1.759 3.135  0.09
H: 3.882 0.103 1.926  0.08

Cartesian forces (eV/Å) of the 6 atoms listed first:
3.0 3.5 3.6
0.1 0.0 0.1
0.0 -0.3 0.0
-0.1 0.1 0.1
-0.6 0.7 -0.5
0.1 0.0 0.1